ORCA calculation (the ωB97M-V functional and the def2-TZVPD basis) on a cluster of 4 separate species, C5H18O3 in total.

Summary:
relative energy (zero: lowest compared OMol25 entry of this formula, charge and spin): 129.6 kJ/mol
gap between HOMO and LUMO (alpha / beta): 10.677 / 3.677 eV
net charge: +1
HOMO energy (alpha / beta): -13.699 / -13.699 eV
LUMO energy (alpha / beta): -3.0 / -10.0 eV
multiplicity: 2

```
26
C5H18O3 (the ωB97M-V functional and the def2-TZVPD basis)
C -0.28 -0.22 -1.24
C 0.25 1.32 -0.99
C 0.65 1.53 0.39
C 1.88 0.86 1.07
C 1.65 -0.65 1.47
H -1.30 -0.40 -0.94
H 0.46 -0.79 -0.71
H -0.34 -0.17 -2.32
H -0.67 1.87 -1.24
H 0.98 1.63 -1.74
H 0.92 2.61 0.55
H -0.12 1.43 1.16
H 2.78 0.90 0.45
H 2.06 1.40 1.99
H 2.25 -0.75 2.37
H 0.65 -0.69 1.92
H 1.80 -1.34 0.65
H -5.69 -0.41 -4.27
H -4.90 0.85 -4.46
O -4.83 -0.10 -4.52
H -3.84 2.12 2.66
H -4.07 0.63 2.78
O -4.44 1.43 2.39
H 4.09 -3.89 0.97
H 5.49 -4.48 0.84
O 4.55 -4.71 0.79
```

---

ORCA calculation (the ωB97M-V functional and the def2-TZVPD basis) on the ion C5H9N2 with charge +1.

Summary:
relative energy (zero: lowest compared OMol25 entry of this formula, charge and spin): 519.8 kJ/mol
gap between HOMO and LUMO: 10.587 eV
net charge: +1
HOMO energy: -13.838 eV
structure (SMILES): C1[C@H]2[C@@H]1[N@@H+]1CN[C@H]21
LUMO energy: -3.3 eV
multiplicity: 1

```
16
C5H9N2 (the ωB97M-V functional and the def2-TZVPD basis)
C 1.94 0.20 0.27
C 0.88 0.84 -0.50
C 0.86 -0.68 -0.28
N -0.29 -0.73 0.53
C -1.61 -0.64 -0.26
N -1.66 0.78 -0.07
C -0.35 0.85 0.47
H 2.76 -0.06 -0.41
H 2.26 0.49 1.26
H 1.11 1.49 -1.27
H 0.95 -1.49 -1.06
H -0.15 -1.48 1.19
H -2.51 -1.17 0.34
H -1.61 -1.09 -1.17
H -2.16 1.50 -0.54
H -0.41 1.18 1.47
```

---

ORCA calculation (the ωB97M-V functional and the def2-TZVPD basis) on an isolated molecule of C5H13NS.

Summary:
relative energy (zero: lowest compared OMol25 entry of this formula, charge and spin): 228.5 kJ/mol
gap between HOMO and LUMO: 9.750 eV
HOMO energy: -8.933 eV
structure (SMILES): CN[C@@H](C)CCS
LUMO energy: 0.8 eV
multiplicity: 1

```
20
C5H13NS (the ωB97M-V functional and the def2-TZVPD basis)
C -1.31 2.34 1.88
N -1.45 0.98 1.21
C -0.57 0.95 -0.14
C 0.89 1.05 0.31
C -0.95 -0.43 -0.86
C 0.23 -1.15 -1.51
S 1.52 -1.89 -0.44
H -0.28 2.59 2.13
H -1.76 3.18 1.25
H -1.73 2.20 2.87
H -2.44 0.78 0.98
H -0.75 1.73 -1.01
H 1.05 2.03 0.88
H 1.13 0.07 0.88
H 1.71 0.98 -0.47
H -1.43 -1.04 -0.09
H -1.77 -0.28 -1.61
H -0.27 -2.03 -2.21
H 0.88 -0.31 -2.13
H 1.74 -3.16 -0.93
```

---

ORCA calculation (the ωB97M-V functional and the def2-TZVPD basis) on an isolated molecule of C9H9N3.

Summary:
relative energy (zero: lowest compared OMol25 entry of this formula, charge and spin): 458.6 kJ/mol
gap between HOMO and LUMO: 8.207 eV
HOMO energy: -7.956 eV
structure (SMILES): Nc1ccc2nc(N)ccc2c1
LUMO energy: 0.3 eV
multiplicity: 1

```
21
C9H9N3 (the ωB97M-V functional and the def2-TZVPD basis)
N 2.56 -1.39 -2.65
C 1.84 -0.83 -1.40
C 1.98 0.68 -1.38
C 1.13 1.43 -0.50
C 0.16 0.80 0.44
N -0.56 1.50 1.41
C -1.81 0.91 1.68
N -2.65 1.66 2.54
C -2.12 -0.46 1.40
C -1.34 -1.16 0.48
C -0.11 -0.58 0.07
C 0.71 -1.34 -0.85
H 2.24 -2.35 -2.51
H 3.68 -1.18 -2.79
H 2.56 1.38 -2.21
H 0.87 2.56 -0.73
H -2.71 1.23 3.58
H -2.48 2.87 2.52
H -2.93 -1.13 1.61
H -1.48 -2.16 0.38
H 0.44 -2.43 -1.09
```

---

ORCA calculation (the ωB97M-V functional and the def2-TZVPD basis) on a cluster of 12 separate species, C36H66BrCl2F18N12P3 in total.

Summary:
gap between HOMO and LUMO: 5.789 eV
HOMO energy: -6.990 eV
LUMO energy: -1.2 eV
multiplicity: 1

```
138
C36H66BrCl2F18N12P3 (the ωB97M-V functional and the def2-TZVPD basis)
C 2.10 4.55 6.27
C 1.09 3.43 6.01
N 1.74 2.22 5.46
C 1.35 0.92 5.67
C 2.16 0.12 4.93
N 3.01 0.97 4.25
C 2.76 2.21 4.62
C 3.98 0.56 3.23
H 1.55 5.45 6.56
H 2.83 4.73 5.50
H 2.58 4.28 7.22
H 0.40 3.76 5.23
H 0.57 3.18 6.93
H 0.58 0.73 6.39
H 2.25 -0.94 4.86
H 3.29 3.11 4.35
H 4.75 -0.07 3.67
H 4.39 1.45 2.75
H 3.47 0.05 2.42
C -0.33 -4.62 -0.92
C 0.85 -4.72 -1.88
N 2.10 -5.14 -1.29
C 2.49 -6.40 -0.92
C 3.69 -6.30 -0.32
N 4.05 -4.96 -0.41
C 3.07 -4.28 -0.98
C 5.31 -4.37 0.05
H -0.32 -3.72 -0.30
H -0.43 -5.48 -0.25
H -1.23 -4.54 -1.53
H 0.93 -3.76 -2.38
H 0.64 -5.43 -2.68
H 1.85 -7.27 -0.98
H 4.39 -6.93 0.20
H 3.08 -3.19 -1.10
H 5.50 -4.66 1.08
H 5.25 -3.29 -0.06
H 6.11 -4.78 -0.57
C 1.48 2.26 1.11
C 0.79 0.91 1.25
N 0.10 0.57 0.01
C -1.09 1.10 -0.44
C -1.50 0.33 -1.46
N -0.46 -0.54 -1.75
C 0.46 -0.42 -0.81
C -0.50 -1.42 -2.89
H 2.30 2.24 0.39
H 1.85 2.65 2.06
H 0.78 3.03 0.77
H 0.05 0.85 2.05
H 1.58 0.17 1.39
H -1.56 1.86 0.17
H -2.34 0.36 -2.14
H 1.34 -1.04 -0.66
H -0.69 -0.90 -3.83
H -1.27 -2.18 -2.77
H 0.44 -1.96 -3.02
C 0.73 2.70 -5.17
C 1.30 3.55 -4.05
N 0.28 3.95 -3.08
C 0.46 4.48 -1.83
C -0.75 4.67 -1.27
N -1.67 4.32 -2.23
C -1.04 3.81 -3.27
C -3.13 4.39 -2.09
H 0.05 3.29 -5.79
H 0.26 1.75 -4.91
H 1.54 2.51 -5.88
H 1.83 4.41 -4.46
H 2.04 2.91 -3.55
H 1.42 4.68 -1.38
H -1.13 5.03 -0.34
H -1.53 3.43 -4.16
H -3.35 4.27 -1.03
H -3.61 3.62 -2.68
H -3.42 5.38 -2.44
C -4.58 1.53 8.75
C -3.99 2.63 7.90
N -3.46 2.22 6.60
C -2.72 3.04 5.77
C -2.26 2.24 4.79
N -2.66 0.96 5.04
C -3.40 0.97 6.15
C -2.38 -0.19 4.21
H -5.37 1.01 8.20
H -4.96 1.90 9.70
H -3.84 0.76 8.98
H -3.14 3.03 8.46
H -4.65 3.49 7.76
H -2.68 4.11 5.87
H -1.64 2.46 3.93
H -3.84 0.12 6.64
H -3.27 -0.50 3.67
H -1.87 -1.01 4.73
H -1.72 0.18 3.42
C -3.66 -2.67 -4.98
C -3.97 -3.90 -5.79
N -3.45 -5.16 -5.22
C -3.68 -5.61 -3.95
C -2.78 -6.59 -3.71
N -2.02 -6.71 -4.85
C -2.48 -5.88 -5.76
C -0.94 -7.67 -5.08
H -4.18 -1.79 -5.35
H -2.61 -2.34 -5.02
H -3.67 -2.82 -3.90
H -3.60 -3.84 -6.81
H -5.05 -4.01 -5.88
H -4.45 -5.24 -3.30
H -2.61 -7.20 -2.84
H -2.05 -5.66 -6.72
H -0.59 -7.54 -6.09
H -1.33 -8.69 -4.97
H -0.12 -7.48 -4.40
Cl 4.01 -1.62 -1.28
Cl -2.97 1.26 -4.82
P -0.69 5.43 2.58
F 0.55 5.00 3.54
F 0.36 5.67 1.39
F -0.96 3.91 2.11
F -1.92 5.92 1.67
F -1.71 5.34 3.86
F -0.42 6.98 3.05
P 1.09 -4.16 -5.52
F 2.56 -4.17 -6.18
F 1.40 -5.68 -5.00
F 1.79 -3.57 -4.16
F -0.35 -4.21 -4.70
F 0.74 -2.65 -5.92
F 0.44 -4.65 -6.90
P 4.56 4.76 -1.64
F 5.05 6.00 -0.76
F 5.52 5.22 -2.87
F 5.78 3.86 -1.06
F 4.11 3.50 -2.57
F 3.58 4.20 -0.48
F 3.40 5.69 -2.31
Br -4.11 1.92 1.11
```

---

ORCA calculation (the ωB97M-V functional and the def2-TZVPD basis) on a cluster of 3 separate species, CH10N2O2 in total.

Summary:
relative energy (zero: lowest compared OMol25 entry of this formula, charge and spin): 97.7 kJ/mol
gap between HOMO and LUMO: 9.964 eV
HOMO energy: -9.216 eV
structure (SMILES): NCN.O.O
LUMO energy: 0.7 eV
multiplicity: 1

```
15
CH10N2O2 (the ωB97M-V functional and the def2-TZVPD basis)
N 0.24 -0.62 0.03
C -0.15 0.70 -0.32
N -0.36 1.62 0.85
H -0.40 -1.34 0.17
H 1.20 -0.71 0.63
H -1.10 0.70 -0.82
H 0.64 1.16 -1.01
H 0.42 1.50 1.52
H -0.21 2.54 0.39
O 1.96 -1.58 -3.35
H 2.60 -1.57 -2.67
H 1.17 -1.73 -2.93
O -2.19 -0.50 2.28
H -1.95 -0.57 3.27
H -1.89 0.41 1.98
```

---

ORCA calculation (the ωB97M-V functional and the def2-TZVPD basis) on a structure of composition CBr2OS.

Summary:
relative energy (zero: lowest compared OMol25 entry of this formula, charge and spin): 447.0 kJ/mol
gap between HOMO and LUMO (alpha / beta): 7.247 / 7.137 eV
HOMO energy (alpha / beta): -8.894 / -9.464 eV
LUMO energy (alpha / beta): -1.6 / -2.3 eV
multiplicity: 1

```
5
CBr2OS (the ωB97M-V functional and the def2-TZVPD basis)
C -0.86 0.11 -0.89
O 1.96 -0.31 1.14
S 1.68 -0.47 -0.27
Br -1.73 -1.17 0.17
Br -1.05 1.84 -0.15
```